Record 1
{"formula": "C42H53BiF4N7O2", "method": "ωB97M-V/def2-TZVPD", "gap_ev": 4.5659, "fmax_ev_per_a": 1.2, "charge": -1, "e_lumo_ev": 0.89, "homo_energy_ev": -3.7, "e_above_lowest_ev": 0.659, "e_tot_ha": -2779.978789, "species": ["Bi", "F", "F", "F", "F", "O", "O", "N", "N", "N", "N", "N", "N", "N", "C", "C", "C", "C", "C", "C", "C", "C", "C", "C", "C", "C", "C", "C", "C", "C", "C", "C", "C", "C", "C", "C", "C", "C", "C", "C", "C", "C", "C", "C", "C", "C", "C", "C", "C", "C", "C", "C", "C", "C", "C", "C", "H", "H", "H", "H", "H", "H", "H", "H", "H", "H", "H", "H", "H", "H", "H", "H", "H", "H", "H", "H", "H", "H", "H", "H", "H", "H", "H", "H", "H", "H", "H", "H", "H", "H", "H", "H", "H", "H", "H", "H", "H", "H", "H", "H", "H", "H", "H", "H", "H", "H", "H", "H", "H"], "positions_angstrom": [[-0.0306, 0.2195, 0.3872], [-4.3517, -4.8551, -1.6462], [-5.7125, -1.8000, 1.6772], [-2.2797, -3.2988, -2.3114], [-3.7622, -0.0778, 0.9464], [1.9201, -0.9664, 1.6910], [2.5047, 0.4843, -1.4371], [1.4660, -2.0304, -0.8243], [-1.7680, 1.8303, -2.1696], [2.2417, -4.5499, -1.7293], [-2.0735, -0.6316, -1.1103], [1.8936, 1.5518, 1.0759], [-0.8658, 0.0399, 2.1172], [2.2858, 1.2146, 2.3333], [-3.8557, -1.2715, 0.3194], [-1.0655, 0.7762, -2.8618], [2.9271, 4.3859, -2.6885], [2.2705, -0.0738, 2.5342], [-5.0704, -3.3469, 0.0220], [-1.1971, 2.7893, 2.8801], [2.7610, 0.3684, 4.9451], [-1.2501, 0.2827, 3.3615], [-3.2104, 1.8138, -2.2699], [2.4606, 2.8106, -0.9004], [-2.4707, 3.6099, 2.6606], [-4.8553, -2.1364, 0.6788], [0.1310, -2.5556, 3.8229], [-1.3513, -2.2212, 3.9701], [3.7148, -1.3268, 6.3541], [3.2855, -1.7868, 4.0408], [-0.0470, 3.6577, 3.3960], [2.9738, -3.3487, -2.2382], [-2.1342, 0.8639, 5.9958], [3.7468, -2.1985, 5.2777], [2.4398, 2.5664, 0.5117], [2.6479, 4.1105, -1.3687], [3.0479, 3.3226, -3.5823], [1.8566, -4.3882, -0.2969], [2.5856, 1.6888, -1.8029], [-1.5270, -0.7541, 4.2985], [-1.5146, -0.6416, -2.4313], [1.9886, -2.1727, -2.1407], [-1.4472, 1.6253, 3.8076], [-1.3346, 3.9198, -0.9618], [-1.9490, -0.4399, 5.5761], [3.2200, -0.0427, 6.1814], [-4.1942, -3.6616, -0.9983], [2.8829, 2.0315, -3.1580], [-1.1523, 3.1367, -2.2574], [-3.1614, -2.8279, -1.3545], [-1.8844, 1.8790, 5.0915], [-2.1338, -2.6334, 2.7261], [2.7822, -0.5016, 3.8610], [-3.8354, 2.4473, -3.5265], [0.8942, -3.1896, -0.2294], [-2.9469, -1.5421, -0.7558], [0.6564, -2.3359, 4.7508], [2.3717, 1.3614, 4.7993], [-2.2877, 4.4120, 1.9457], [-2.0343, 2.9046, 5.4028], [-0.6341, -1.2938, -2.4962], [3.3009, -2.4606, 3.1962], [2.7482, -4.1768, 0.2901], [2.5498, 4.9285, -0.6648], [-0.8984, 2.3860, 1.9071], [-0.0381, -3.4530, -0.7432], [0.5601, -1.9516, 3.0310], [3.8390, -3.1687, -1.6020], [0.2753, -3.6115, 3.5857], [-1.9822, -3.6912, 2.5021], [-3.5195, 0.7730, -2.2022], [-4.8961, 2.2051, -3.5499], [-3.2523, 2.9630, 2.2686], [-3.1949, -2.4610, 2.8868], [-3.3711, 2.0660, -4.4344], [-5.8815, -3.9976, 0.2881], [-2.3822, 4.1319, -0.7684], [-0.7930, 4.8600, -1.0256], [0.8569, 3.0561, 3.4689], [3.3004, -3.5296, -3.2643], [-0.0050, 0.8854, -2.6234], [-2.8204, 4.0537, 3.5914], [-0.2772, 4.0659, 4.3794], [-3.6104, 2.3172, -1.3857], [2.7751, -5.4099, -1.8800], [2.9837, 1.2097, -3.8591], [-0.9433, 3.3391, -0.1322], [0.1422, 4.4861, 2.7133], [1.1768, -2.3483, -2.8589], [-2.1527, -1.2481, 6.2685], [3.2674, 3.5247, -4.6253], [0.6603, -2.9514, 0.8071], [-3.7346, 3.5311, -3.5143], [-1.8080, -2.0358, 1.8802], [3.0844, 3.2032, 1.1270], [-0.0808, 3.0078, -2.4273], [2.0575, -1.4884, -0.2032], [3.1886, 0.6367, 7.0225], [3.0629, 5.4045, -3.0254], [4.1277, -3.2056, 5.4033], [1.3591, -4.6038, -2.2580], [4.0766, -1.6454, 7.3238], [-1.7425, -2.7976, 4.8214], [-1.1657, 0.8345, -3.9668], [-2.2546, -1.0158, -3.1574], [-2.4634, 1.0825, 7.0031], [2.4675, -1.2101, -2.3680], [1.3883, -5.3050, 0.0597], [-1.5419, 3.7323, -3.1024]], "mulliken_charge": [1.762, -0.372, -0.393, -0.473, -0.366, -0.722, -0.660, 0.596, 1.427, -0.044, 0.774, 0.838, -0.667, -0.799, 0.063, -0.065, -0.760, -0.569, -0.806, 3.956, -0.264, 1.561, -0.409, 0.610, -1.697, 0.410, -1.095, 0.387, -0.392, 0.051, -1.551, -0.949, -1.476, -0.727, -1.336, -0.258, -0.637, -1.113, 0.139, 0.790, -0.433, -0.467, -0.147, -1.356, -1.164, -0.824, 0.255, -0.442, -0.337, -0.136, -0.628, -1.101, 0.413, -1.575, 0.736, 0.351, 0.432, 0.357, 0.407, 0.321, -0.943, 0.350, 0.414, 0.419, -2.514, -0.084, -0.351, 0.378, 0.503, 0.439, 0.049, 0.487, 0.320, 0.430, 0.240, 0.509, 0.483, 0.557, 0.203, 0.435, -0.404, 0.374, 0.328, 0.351, 0.371, 0.300, -0.037, 0.384, 0.483, 0.332, 0.365, -0.650, 0.323, -0.398, 0.284, -0.249, 0.383, 0.386, 0.363, 0.371, 0.378, 0.375, 0.684, 0.428, 0.562, 0.351, -0.097, 0.462, 0.447]}

***

Record 2
{"formula": "C42H53BrCl3FNO2PSn", "method": "ωB97M-V/def2-TZVPD", "gap_ev": [3.9809, 5.2299], "fmax_ev_per_a": 0.9, "e_lumo_ev": [-2.90, -1.65], "homo_energy_ev": [-6.9, -6.9], "e_above_lowest_ev": 2.457, "e_tot_ha": -6447.571128, "species": ["Sn", "Br", "Cl", "Cl", "Cl", "P", "F", "O", "O", "N", "C", "C", "C", "C", "C", "C", "C", "C", "C", "C", "C", "C", "C", "C", "C", "C", "C", "C", "C", "C", "C", "C", "C", "C", "C", "C", "C", "C", "C", "C", "C", "C", "C", "C", "C", "C", "C", "C", "C", "C", "C", "C", "H", "H", "H", "H", "H", "H", "H", "H", "H", "H", "H", "H", "H", "H", "H", "H", "H", "H", "H", "H", "H", "H", "H", "H", "H", "H", "H", "H", "H", "H", "H", "H", "H", "H", "H", "H", "H", "H", "H", "H", "H", "H", "H", "H", "H", "H", "H", "H", "H", "H", "H", "H", "H"], "positions_angstrom": [[0.3043, 0.5789, -0.2132], [-1.6885, 0.6154, 2.5407], [0.1637, 1.0891, -5.5120], [1.7199, 3.5476, -0.9426], [1.7085, 6.2074, -5.5871], [-0.6030, -2.4367, -0.0248], [1.5401, 1.0604, 1.3436], [0.6931, 1.3634, -2.6470], [-1.9043, 1.2352, -0.3429], [2.0918, -1.6653, -0.9432], [0.6740, -4.9868, -0.4334], [1.4505, 3.6053, -2.6280], [-1.2746, -2.9917, 1.6143], [-7.0669, 1.9775, 3.3648], [-6.4314, 3.1285, 2.5720], [-1.9478, -2.7881, -1.2680], [0.7590, -3.6020, -0.4131], [0.9422, 2.3945, -3.2690], [-2.0909, -4.2036, -1.8217], [0.9730, 3.6309, -5.4060], [2.9923, -0.4905, -3.3054], [-2.9744, 1.6867, 0.2560], [3.6504, -0.1771, -1.9858], [-5.2463, 2.6040, 1.7551], [-5.9136, 4.2035, 3.5419], [-4.3884, 4.0617, -2.1913], [-0.1336, -2.9089, 2.6322], [3.5361, -1.4705, 1.6155], [-5.3344, 1.7507, -2.4525], [1.7778, -5.8003, -0.6971], [-4.0555, 2.3321, -0.3919], [4.6937, 0.7306, -1.8872], [1.4389, 4.7603, -4.7145], [-2.9065, 2.1573, -2.7191], [3.0241, -5.1928, -0.8924], [-2.0037, -4.3301, 1.7046], [-4.1465, 2.5683, -1.9168], [3.1574, -3.8256, -0.8475], [5.0039, 0.1641, 0.4065], [3.9783, -0.7723, 0.3547], [2.0216, -2.9908, -0.6709], [1.6318, -7.2954, -0.7953], [5.3732, 0.9290, -0.6913], [1.6800, 4.7491, -3.3320], [-3.1146, 1.5249, 1.6576], [-4.1949, 1.9531, 2.3931], [6.4625, 1.9659, -0.5748], [-1.7096, -1.8114, -2.4328], [0.7351, 2.4842, -4.7089], [-7.5166, 3.7585, 1.6988], [3.2615, -0.9136, -0.8504], [-5.1383, 2.7637, 0.3811], [-7.9212, 2.3432, 3.9443], [-4.4255, 4.2391, -3.2718], [-5.3270, 4.4159, -1.7627], [7.2403, 1.6463, 0.1189], [6.0433, 2.8994, -0.1880], [-3.5744, 4.6600, -1.7731], [-8.3435, 4.0828, 2.3362], [-3.0756, 2.4043, -3.7749], [-2.9009, -4.2167, -2.5567], [-7.1436, 4.6361, 1.1646], [-5.1878, 0.6892, -2.2367], [4.1142, -3.3521, -1.0369], [2.5531, -1.0886, 1.9036], [-6.7342, 4.6105, 4.1433], [-2.8724, -2.5010, -0.7576], [3.4616, -2.5513, 1.4916], [3.8918, -5.8125, -1.0926], [-5.9563, 3.2577, -0.1315], [4.2296, -1.2581, 2.4276], [-2.5459, -1.8352, -3.1366], [-2.4114, -4.4440, 2.7132], [2.4050, -7.8050, -0.2176], [-0.2733, -5.4668, -0.2335], [-0.5140, -3.0583, 3.6453], [1.9043, -0.4502, -3.2049], [-1.3296, -5.1703, 1.5307], [-1.5963, -0.7869, -2.0738], [-5.4581, 5.0230, 2.9807], [0.6241, -3.6712, 2.4316], [-4.2110, 1.7745, 3.4623], [-5.1600, 3.7969, 4.2195], [-6.2755, 2.0617, -1.9951], [-2.7141, 1.0889, -2.6446], [-1.1770, -4.5150, -2.3298], [-2.8390, -4.3849, 1.0050], [3.2426, -1.5041, -3.6288], [0.6538, -7.6220, -0.4443], [5.5139, 0.3170, 1.3534], [0.7995, 3.6746, -6.4715], [-6.3576, 1.5232, 4.0595], [3.3086, 0.2114, -4.0802], [-2.0141, 2.6853, -2.3784], [4.9857, 1.2968, -2.7678], [-7.9136, 3.0426, 0.9741], [1.7415, -7.6137, -1.8356], [-0.7971, -2.0839, -2.9751], [-5.4222, 1.8756, -3.5382], [0.3452, -1.9263, 2.5990], [6.9120, 2.1783, -1.5451], [-7.4227, 1.2011, 2.6829], [-2.3342, -4.9372, -1.0522], [2.0412, 5.6368, -2.8321], [-1.9905, -2.1993, 1.8499]], "mulliken_charge": [2.236, -0.262, -0.175, -0.105, -0.175, 1.063, -0.774, 0.126, -0.738, 0.804, -0.157, 0.533, 0.494, -1.676, 1.928, 0.483, 0.013, -0.787, -1.700, -0.531, -1.321, -0.033, 1.031, -0.094, -1.628, -1.871, -1.432, -1.164, -1.727, 0.395, -0.413, -0.864, 0.517, -2.244, -1.083, -1.522, 2.566, -0.430, -1.155, 1.487, -0.725, -1.746, 0.592, -0.676, -0.314, 0.045, -1.567, -0.988, 0.477, -2.066, -0.661, -0.505, 0.449, 0.473, 0.347, 0.396, 0.279, 0.371, 0.448, 0.620, 0.504, 0.361, 0.325, 0.557, 0.027, 0.438, 0.533, 0.255, 0.419, 0.210, 0.497, 0.643, 0.482, 0.386, 0.164, 0.510, -0.019, 0.230, -0.252, 0.365, 0.256, 0.417, 0.329, 0.360, -0.027, 0.319, 0.312, 0.353, 0.354, 0.378, 0.468, 0.306, 0.416, 0.438, 0.358, 0.394, 0.343, 0.187, 0.442, 0.103, 0.389, 0.378, 0.292, 0.472, 0.463]}